Here is a molecular structure, C16H14Cl5OPt at a distorted geometry from the OMol25 dataset. Energies are from ωB97M-V with the def2-TZVPD basis set.

Charge: +1
LUMO (alpha / beta), eV: -5.9 / -6.0
Maximum force, eV/A: 4.664
Energy relative to the best compared isomer or geometry (same formula, charge and spin), kcal/mol: 55.0

Each line ends with the Mulliken charge.
Geometry (Å):
Pt -0.08 -0.56 -0.57  1.123
C 0.67 -4.09 -0.65  -1.660
C 0.54 -2.90 0.25  0.690
C -0.71 -2.57 0.83  -0.690
C -0.82 -1.54 1.79  0.749
C -2.10 -1.32 2.52  -1.804
C 0.33 -0.82 2.14  -0.695
C 1.58 -1.11 1.57  0.853
C 2.81 -0.44 2.06  -1.717
C 1.66 -2.13 0.60  -0.582
H 0.95 -4.96 -0.05  0.369
H 1.45 -3.93 -1.39  0.409
H -0.27 -4.31 -1.15  0.395
H -1.57 -3.20 0.63  0.502
H -2.12 -1.96 3.41  0.374
H -2.96 -1.58 1.91  0.424
H -2.19 -0.29 2.86  0.403
H 0.27 -0.08 2.92  0.484
H 3.28 -1.06 2.83  0.387
H 2.59 0.53 2.51  0.402
H 3.54 -0.30 1.26  0.403
H 2.63 -2.40 0.21  0.466
Cl 0.12 6.26 -2.95  -0.164
C -0.28 4.83 -2.14  0.581
C 0.69 3.81 -2.00  -0.392
Cl 2.24 4.01 -2.70  -0.171
C 0.38 2.65 -1.32  0.829
Cl 1.56 1.43 -1.11  -0.243
C -0.92 2.41 -0.75  -0.160
O -1.22 1.36 -0.14  -0.913
C -1.89 3.47 -0.94  0.447
Cl -3.46 3.18 -0.37  -0.165
C -1.56 4.64 -1.61  -0.137
Cl -2.75 5.85 -1.82  -0.149
C -0.67 -0.89 -2.53  -0.358
H -1.17 -0.13 -3.11  0.346
H -0.54 -1.86 -3.00  0.364